# 1
{
  "formula": "C37H44F3IN5O10",
  "method": "ωB97M-V/def2-TZVPD",
  "total_energy_ha": -3059.0768,
  "fmax_ev_per_a": 6.0,
  "homo_ev": -11.13,
  "charge": 1,
  "lumo_energy_ha": -0.1250,
  "orbital_gap_ha": 0.2840,
  "symbols": ["H", "C", "C", "C", "C", "O", "H", "C", "C", "H", "C", "H", "H", "O", "C", "O", "H", "C", "C", "C", "H", "O", "H", "C", "H", "H", "C", "H", "O", "H", "H", "H", "H", "H", "H", "H", "O", "C", "C", "H", "H", "F", "C", "H", "H", "H", "F", "H", "C", "C", "H", "C", "H", "C", "H", "C", "H", "O", "C", "C", "O", "H", "C", "O", "O", "H", "H", "F", "N", "H", "H", "N", "H", "H", "C", "C", "I", "C", "N", "N", "C", "C", "C", "N", "H", "H", "C", "C", "H", "H", "C", "C", "H", "C", "C", "H", "H", "C", "H", "H"],
  "positions_angstrom": [[-7.567, 8.250, -5.867], [-5.449, 8.045, -5.563], [4.403, -3.010, 8.388], [0.542, -3.525, -2.642], [-1.124, 5.099, -2.960], [4.465, -6.226, -4.493], [0.702, 1.303, 5.163], [3.890, -2.156, 9.360], [3.173, -0.644, 7.635], [-3.356, 7.612, -5.437], [4.308, -2.677, 7.040], [3.978, -6.391, -1.970], [-1.165, 2.748, 5.347], [2.403, 0.833, 6.038], [0.365, 3.495, -4.661], [-2.020, 7.131, -2.345], [-2.336, 3.683, 2.544], [0.204, 4.847, -4.947], [2.001, -5.420, -2.354], [1.744, -5.833, 0.419], [2.398, -1.076, 2.148], [-3.324, 4.486, -7.791], [2.112, -5.158, 1.260], [3.274, -0.966, 8.987], [0.954, 2.868, -5.323], [0.089, -8.532, 1.147], [-0.165, 2.271, 3.333], [-0.533, -6.050, 0.440], [1.304, -0.572, -2.441], [-0.661, 6.707, -4.333], [1.865, -2.266, -0.060], [1.424, -0.875, 4.259], [-3.524, 3.309, 3.934], [2.582, -7.575, -2.076], [-2.078, 1.506, 4.352], [0.665, 5.271, -5.833], [-2.147, 5.792, -6.530], [0.932, -2.347, 0.617], [-1.450, 2.459, 4.268], [-1.640, -0.236, -3.345], [-2.120, 4.594, 4.148], [1.210, -7.383, 3.136], [3.022, -6.625, -2.553], [2.045, 0.670, 1.726], [-0.475, 1.776, 2.350], [-1.427, 3.302, -1.790], [-1.073, -7.014, 2.798], [4.712, -3.345, 6.287], [-0.161, -3.199, -0.214], [-4.308, 7.309, -5.859], [1.656, -4.419, -4.296], [0.172, -0.884, -2.855], [1.985, 1.772, 3.936], [0.950, 1.308, 4.039], [-0.101, 1.885, -3.309], [-2.449, 3.608, 3.682], [-0.241, -0.551, 3.434], [0.351, -7.952, 0.394], [-0.284, -2.345, -3.314], [-6.679, 7.669, -6.096], [-2.360, 5.436, -1.044], [3.968, -2.420, 10.409], [3.691, -1.491, 6.658], [2.078, 1.324, 8.121], [-0.825, 0.144, -2.946], [0.331, 3.273, 3.066], [2.879, -0.310, 9.754], [0.345, -5.253, 3.020], [2.503, 0.596, 7.236], [-0.946, -2.533, -0.713], [1.271, -2.934, 1.539], [0.616, -3.953, -1.278], [-5.381, 8.915, -4.918], [3.621, -1.244, 5.604], [1.546, -0.297, 2.076], [0.855, -0.209, 3.528], [2.412, -8.179, -5.459], [-0.974, 3.743, -2.671], [-3.205, 5.434, -7.030], [1.451, -4.468, -3.290], [-4.408, 6.198, -6.695], [0.257, -6.562, 2.495], [-0.544, 5.655, -4.098], [-1.892, 5.951, -2.049], [-0.602, -0.763, 1.318], [-5.725, 4.947, -7.873], [3.462, -6.852, -4.080], [-5.638, 5.812, -7.226], [0.585, -0.148, 0.048], [4.878, -3.941, 8.683], [-6.775, 6.553, -6.922], [0.373, -6.582, 0.887], [2.515, -6.671, 0.269], [1.447, -5.091, -0.952], [-0.227, 2.942, -3.527], [-1.386, -2.474, -2.988], [-7.736, 6.263, -7.332], [0.487, -0.845, 0.956], [-0.661, -3.917, 0.526], [-0.308, -2.403, -4.463]],
  "mulliken_charge": [0.374, -0.561, -0.373, 0.115, -0.108, -0.455, 0.170, -0.450, 0.053, 0.399, -0.603, 0.355, 0.264, -0.572, -0.547, -0.606, 0.175, -0.410, 0.392, -0.871, 0.418, -0.614, 0.387, -0.395, 0.383, 0.391, -0.421, 0.134, -0.506, 0.395, 0.323, 0.160, 0.304, 0.387, 0.225, 0.405, -0.555, -0.325, -0.396, 0.290, 0.263, -0.226, -0.246, 0.498, 0.081, 0.514, -0.249, 0.368, -0.817, -0.111, 0.333, 0.854, 0.357, -0.526, 0.347, -0.869, 0.319, -0.502, -1.131, -0.375, -0.608, 0.373, -0.071, -0.607, -0.403, 0.361, 0.442, -0.182, 0.960, 0.395, 0.295, 0.237, 0.384, 0.453, -1.017, -0.423, 0.111, -0.568, 0.994, -0.113, 0.084, 0.607, -0.339, 1.040, 0.454, 0.430, -0.121, -0.371, 0.006, 0.377, -0.439, 0.181, 0.439, -0.162, 0.110, 0.448, 0.372, -0.435, 0.255, 0.430]
}

=====

# 2
{
  "formula": "C56H103B4F16N12O10",
  "method": "ωB97M-V/def2-TZVPD",
  "s2": 1.7659,
  "total_energy_ha": -5302.7351,
  "fmax_ev_per_a": 6.5,
  "homo_ev": [-2.00, -2.00],
  "charge": -2,
  "lumo_energy_ha": [0.0351, 0.0305],
  "spin_multiplicity": 2,
  "orbital_gap_ha": [0.1086, 0.1040],
  "symbols": ["H", "C", "H", "H", "C", "C", "C", "C", "O", "N", "H", "C", "H", "O", "H", "C", "C", "F", "H", "N", "C", "H", "O", "C", "C", "C", "N", "C", "H", "H", "H", "H", "H", "C", "H", "H", "C", "C", "H", "C", "C", "F", "H", "H", "H", "H", "C", "H", "N", "H", "H", "F", "H", "H", "C", "C", "B", "C", "H", "H", "O", "H", "H", "H", "C", "N", "H", "H", "F", "H", "C", "N", "H", "N", "O", "H", "N", "C", "H", "H", "H", "H", "F", "O", "F", "F", "H", "H", "F", "C", "C", "F", "H", "H", "C", "H", "H", "H", "H", "H", "H", "N", "H", "F", "C", "O", "H", "H", "H", "C", "H", "H", "C", "C", "H", "H", "C", "H", "O", "H", "H", "C", "H", "C", "C", "C", "C", "C", "H", "N", "H", "F", "B", "H", "O", "B", "H", "H", "C", "H", "C", "H", "H", "H", "H", "C", "O", "H", "H", "H", "H", "H", "H", "H", "C", "C", "H", "H", "N", "F", "H", "C", "H", "H", "H", "C", "B", "H", "C", "H", "H", "H", "C", "H", "H", "H", "F", "H", "H", "H", "C", "C", "H", "H", "C", "H", "C", "F", "F", "H", "H", "F", "C", "C", "H", "C", "C", "N", "H", "H", "H"],
  "positions_angstrom": [[14.250, -13.722, -0.291], [16.935, -3.960, 2.577], [15.272, -3.600, 1.213], [14.055, -4.380, 3.017], [8.990, -15.519, 2.929], [11.725, -5.475, -0.440], [13.570, -8.133, -8.361], [10.907, -11.833, -6.600], [10.215, -6.895, -6.896], [12.650, -17.598, -0.358], [13.567, -12.442, -6.373], [13.907, -12.711, -0.511], [11.942, -5.545, -3.309], [11.410, -8.926, -0.033], [12.571, -6.124, -0.668], [15.048, -6.233, 3.441], [15.001, -11.696, -0.772], [18.405, -7.147, -1.012], [12.036, -19.481, 0.528], [9.069, -15.278, 1.552], [19.683, -13.535, -1.965], [18.163, -2.265, 3.394], [11.717, -7.866, 1.888], [18.257, -3.262, 2.964], [17.445, -10.921, 4.778], [11.084, -6.823, -6.008], [12.016, -11.137, -7.172], [20.928, -14.258, -2.412], [8.642, -1.845, -3.926], [10.513, -0.870, -3.545], [11.853, -10.011, 5.424], [10.922, -12.858, -6.971], [13.030, -8.765, 5.545], [11.196, -3.391, -3.391], [14.965, -7.923, -2.509], [10.841, -12.831, -0.103], [10.643, -13.819, 0.314], [13.266, -11.541, -6.887], [11.438, -7.738, -4.046], [11.364, -7.997, -5.102], [9.005, -11.148, -2.403], [17.129, -6.511, -6.138], [13.599, -15.804, 2.236], [15.763, -6.488, -0.060], [13.881, -18.625, 3.445], [16.661, -3.577, 0.382], [13.329, -16.474, 0.020], [14.123, -6.778, 3.254], [15.996, -10.958, 4.577], [11.823, -10.745, 2.223], [14.593, -12.443, -3.633], [17.449, -14.145, 2.775], [11.096, -9.292, -8.015], [15.144, -10.227, -7.188], [8.934, -17.484, 2.004], [7.583, -11.467, -2.690], [18.024, -8.376, -1.263], [15.100, -9.916, 4.915], [16.563, -4.103, 4.698], [9.080, -14.690, 3.615], [22.032, -13.767, -2.176], [18.583, -3.950, 3.743], [16.956, -11.753, -1.684], [17.674, -9.856, 4.822], [10.958, -10.122, 1.995], [13.264, -9.447, -7.819], [15.266, -8.993, 5.449], [16.399, -12.580, 0.662], [16.744, -8.791, -5.885], [9.350, -10.284, -6.252], [15.984, -6.549, 2.241], [11.406, -4.465, -1.429], [14.508, -7.253, 0.803], [10.668, -2.551, -2.391], [20.777, -15.325, -3.093], [13.098, -19.423, -3.095], [17.120, -5.488, 2.240], [12.451, -17.989, -1.772], [10.852, -14.563, -0.454], [13.683, -15.688, -0.630], [8.864, -18.555, 1.878], [16.268, -2.165, 1.413], [16.725, -16.296, 2.592], [18.304, -5.885, 1.693], [12.789, -16.134, -4.581], [15.296, -14.654, 2.246], [11.386, -18.185, -1.897], [14.363, -18.867, -2.030], [12.653, -13.942, -4.836], [10.086, -1.245, -2.615], [13.303, -19.120, -2.068], [16.840, -7.353, -4.103], [11.903, -5.111, 0.572], [16.667, -10.943, 0.337], [15.178, -6.395, 0.854], [10.803, -6.044, -0.324], [15.665, -12.877, 3.601], [13.633, -8.059, -3.636], [9.089, -16.666, 5.229], [11.091, -3.041, -4.407], [8.410, -13.786, 0.298], [13.815, -10.307, 4.530], [12.706, -17.089, -2.331], [18.331, -8.650, -2.583], [16.565, -7.905, 2.551], [6.722, -11.670, -1.880], [9.706, -10.844, -3.181], [11.348, -13.816, 1.146], [17.921, -11.102, 6.867], [11.508, -8.871, 1.203], [10.493, -8.648, -5.033], [12.303, -19.181, 3.205], [9.257, -13.988, 0.953], [14.089, -10.432, -7.299], [12.607, -11.590, -3.025], [18.881, -12.210, 5.956], [15.856, -11.642, 0.543], [14.397, -4.677, 4.769], [14.297, -9.440, -0.030], [11.034, -11.938, -5.523], [19.873, -13.042, -1.011], [12.494, -18.511, 0.653], [7.961, -17.973, 4.666], [12.890, -18.263, 3.172], [10.912, -3.215, -1.223], [9.000, -16.538, 0.971], [17.902, -11.732, 5.978], [12.638, -9.513, 4.856], [11.874, -10.107, -2.467], [12.953, -17.797, 1.804], [8.899, -13.196, 1.611], [16.854, -14.975, 0.811], [12.785, -14.952, -3.943], [14.947, -10.230, -4.490], [7.233, -11.629, -3.869], [17.385, -7.709, -5.322], [8.725, -11.876, -6.362], [16.227, -13.257, -1.738], [8.604, -1.509, -2.889], [15.452, -6.552, 4.401], [16.084, -3.898, 3.741], [9.000, -10.333, -1.680], [10.680, -2.713, -0.295], [15.862, -8.730, 2.668], [9.587, -11.891, -1.858], [14.020, -9.889, -2.531], [11.549, -5.686, -5.840], [13.671, -7.446, -7.520], [9.264, -11.176, -7.838], [12.245, -8.587, -5.357], [17.170, -7.896, 3.458], [8.001, -2.268, -2.389], [13.054, -12.083, 3.493], [9.701, -18.213, 4.521], [13.940, -8.281, -2.614], [12.734, -10.507, -3.004], [10.308, -0.677, -1.712], [16.168, -12.212, -4.111], [8.906, -16.877, 3.178], [13.959, -14.695, -3.236], [10.341, -10.729, 1.332], [16.295, -3.253, 1.356], [13.058, -19.954, -1.411], [9.074, -16.679, -0.097], [10.493, -9.863, 2.947], [15.486, -11.904, -3.318], [16.598, -15.047, 2.147], [18.880, -14.260, -1.829], [14.791, -4.705, 3.753], [17.233, -12.588, 6.072], [19.387, -12.731, -2.639], [13.269, -12.508, 0.349], [13.343, -16.489, 1.441], [12.216, -8.971, 4.010], [15.857, -2.849, 3.929], [14.515, -8.222, -8.898], [18.752, -9.213, -0.491], [14.526, -5.523, 0.799], [15.329, -11.278, 1.425], [12.711, -17.511, 3.940], [15.228, -10.337, -3.442], [11.588, -4.637, -2.843], [13.356, -12.893, -1.433], [12.853, -7.667, -9.037], [11.977, -9.860, -7.754], [13.331, -7.814, -1.840], [8.911, -17.463, 4.507], [16.742, -8.639, -1.027], [11.766, -14.899, -3.009], [19.055, -3.307, 2.223], [16.167, -9.828, -3.223], [18.703, -7.847, -5.261], [13.899, -11.555, 3.910], [9.499, -11.229, -6.774], [17.252, -8.195, 1.757], [15.255, -11.922, 3.896], [15.987, -12.206, -1.893], [14.416, -10.341, -1.121], [17.946, -11.214, 3.855], [12.603, -10.185, -4.037], [8.042, -0.594, -2.700]],
  "lowdin_spin": [0.001, -0.012, 0.000, 0.000, 0.000, 0.000, 0.000, 0.000, 0.000, 0.000, 0.000, 0.012, 0.000, 0.004, 0.000, -0.003, 0.017, -0.002, 0.000, 0.000, 0.034, 0.000, 0.000, 0.001, 0.000, 0.000, 0.000, 0.036, 0.000, 0.000, 0.000, 0.000, 0.000, 0.000, 0.000, 0.000, 0.000, 0.000, 0.000, 0.000, 0.000, 0.000, 0.000, 0.000, 0.000, 0.000, 0.000, 0.000, 0.000, 0.000, 0.000, 0.000, 0.000, 0.000, 0.000, 0.000, 0.000, 0.000, -0.001, 0.000, 0.162, 0.001, 0.000, 0.000, 0.000, 0.000, 0.000, 0.000, 0.000, 0.000, -0.012, 0.000, -0.002, 0.000, 0.755, 0.000, -0.384, 0.000, 0.000, 0.000, 0.000, -0.002, 0.000, -0.553, 0.000, 0.000, 0.000, 0.000, 0.000, 0.000, 0.000, 0.000, 0.000, 0.000, -0.015, 0.000, 0.000, 0.000, 0.000, 0.000, 0.000, 0.000, 0.000, 0.000, 0.000, 0.000, 0.000, 0.000, 0.000, 0.001, 0.000, 0.000, 0.000, 0.000, 0.000, 0.000, 0.001, 0.000, 0.515, 0.000, 0.010, 0.000, 0.000, 0.000, 0.000, 0.000, 0.000, 0.000, 0.000, 0.000, 0.000, 0.000, 0.000, 0.001, 0.000, 0.000, 0.000, 0.000, 0.000, 0.000, -0.004, 0.000, 0.000, 0.000, 0.000, 0.015, 0.000, 0.000, 0.000, 0.000, 0.001, 0.000, 0.000, 0.000, -0.001, 0.012, 0.000, 0.000, 0.000, 0.000, 0.000, -0.012, 0.000, 0.000, 0.000, 0.000, 0.000, 0.004, 0.000, 0.000, 0.000, 0.000, 0.000, 0.000, 0.000, 0.000, 0.000, 0.000, -0.001, 0.000, 0.010, 0.000, 0.000, 0.000, 0.000, -0.001, 0.000, 0.003, 0.000, 0.001, 0.000, 0.000, 0.000, 0.000, 0.001, 0.000, 0.006, 0.400, 0.000, 0.001, 0.000]
}

=====

# 3
{
  "formula": "C14H12AuClN3O5",
  "method": "ωB97M-V/def2-TZVPD",
  "s2": 2.0378,
  "total_energy_ha": -1676.3544,
  "fmax_ev_per_a": 5.9,
  "homo_ev": [-11.20, -12.74],
  "charge": 1,
  "lumo_energy_ha": [-0.1948, -0.2680],
  "spin_multiplicity": 3,
  "orbital_gap_ha": [0.2169, 0.2001],
  "symbols": ["H", "N", "C", "C", "N", "H", "Cl", "N", "C", "H", "C", "H", "C", "C", "H", "O", "H", "H", "H", "O", "Au", "H", "C", "C", "O", "C", "O", "C", "C", "C", "C", "H", "C", "H", "H", "O"],
  "positions_angstrom": [[6.333, 6.610, 5.253], [5.445, 13.153, 6.719], [5.844, 8.647, 5.517], [5.353, 16.689, 7.532], [5.041, 11.881, 7.049], [3.408, 14.757, 8.804], [9.477, 14.032, 4.297], [6.095, 15.284, 5.711], [5.046, 14.181, 7.516], [6.826, 16.275, 3.995], [5.304, 9.595, 6.347], [4.941, 14.347, 9.665], [5.913, 7.318, 5.903], [5.648, 17.805, 6.820], [4.131, 9.950, 8.119], [9.817, 12.812, 3.691], [4.031, 13.052, 8.883], [6.466, 18.471, 4.971], [5.340, 5.860, 7.371], [10.102, 15.113, 3.714], [6.539, 13.423, 5.168], [6.228, 8.839, 4.461], [5.458, 10.996, 6.115], [4.680, 7.828, 7.824], [7.865, 14.263, 3.938], [4.311, 14.121, 8.801], [6.020, 11.333, 4.973], [6.402, 16.396, 4.989], [4.662, 9.193, 7.530], [5.535, 15.443, 6.965], [5.364, 6.892, 7.084], [5.119, 16.834, 8.573], [6.193, 17.627, 5.549], [5.667, 18.815, 7.288], [4.041, 7.412, 8.662], [9.617, 13.926, 5.698]],
  "lowdin_spin": [0.000, 0.141, 0.016, 0.056, 0.409, 0.009, 0.005, 0.169, 0.218, 0.001, 0.027, 0.009, 0.007, 0.002, 0.000, 0.001, 0.000, 0.004, 0.002, 0.012, 0.442, 0.000, 0.056, -0.001, 0.038, 0.027, 0.149, 0.023, 0.039, 0.028, 0.036, 0.004, 0.069, -0.001, -0.001, 0.003]
}